1.
Entry from OMol25: 14 unconnected molecules or ions with the total composition C51H63IN16O6P2S (ωB97M-V/def2-TZVPD).

ORCA input file:
```
! wB97M-V def2-TZVPD RIJCOSX def2/J DEFGRID3
* xyz 0 1
C 5.13628 -1.81379 0.97363
C 3.64843 -1.71274 0.51798
C 2.97666 -0.64140 1.42644
C 1.90046 0.19225 0.74153
C 2.11454 1.55192 0.44047
I 3.97556 2.47539 0.95559
C 1.12388 2.35776 -0.19096
P 1.47389 4.13138 -0.61625
O 1.82459 4.91901 0.77690
O 0.18576 4.89363 -1.24200
S 2.88104 4.25114 -1.93147
C -0.12189 1.75050 -0.47211
N -1.14873 2.51412 -1.09546
C -0.36198 0.40050 -0.14580
C 0.65308 -0.39727 0.44029
C 0.32215 -1.85122 0.72328
O 0.95339 -2.55906 1.47073
C -0.87414 -2.49321 0.02527
P -0.93004 -4.38009 0.00351
N -0.83946 -4.86166 -1.65276
O -2.43558 -4.87577 0.49075
C -1.83937 -1.74091 -0.51104
C -3.07711 -2.23837 -1.18613
C -3.20512 -2.30221 -2.58444
C -4.43383 -2.74780 -3.10838
C -5.44440 -3.07877 -2.20061
N -5.34898 -3.05023 -0.87112
C -4.17862 -2.62788 -0.41433
C -1.71442 -0.22740 -0.40539
O -2.73726 0.42379 -0.49804
O 3.60630 -1.35726 -0.85614
C 3.79922 -2.52234 -1.64927
C 3.70749 -2.19139 -3.13476
C 3.88777 -0.84880 -3.51701
C 3.78112 -0.52141 -4.87483
C 3.50085 -1.51815 -5.81187
C 3.35136 -2.85550 -5.43718
C 3.45671 -3.19022 -4.07671
H 5.54877 -2.81862 0.80399
H 5.23897 -1.60984 2.05038
H 5.75402 -1.07452 0.44366
H 3.19400 -2.69654 0.72098
H 2.47806 -1.15433 2.26071
H 3.77839 -0.04763 1.87105
H 1.08249 5.53912 0.89433
H -0.27854 5.43435 -0.58395
H -1.27394 2.28469 -2.06939
H -2.01426 2.49242 -0.58006
H 0.14635 -5.02316 -1.83458
H -1.19420 -4.11645 -2.25060
H -2.80550 -5.49271 -0.15773
H -2.39158 -2.01197 -3.25282
H -4.62145 -2.80286 -4.17884
H -6.40811 -3.39056 -2.61930
H -4.06497 -2.57297 0.67336
H 2.97672 -3.22190 -1.39460
H 4.73876 -3.04756 -1.40240
H 4.08730 -0.08140 -2.77458
H 3.89014 0.51539 -5.19744
H 3.39823 -1.24966 -6.86380
H 3.13936 -3.64073 -6.16261
H 3.32548 -4.23434 -3.77992
C 4.27104 7.72891 2.84204
C 3.79508 6.82306 1.78862
N 3.42084 6.09982 0.97196
H 4.46598 8.71324 2.42021
H 3.52302 7.82181 3.62878
H 5.19135 7.33867 3.27277
C 4.97658 -1.99381 -10.29903
C 4.74259 -0.86011 -9.40120
N 4.55928 0.02521 -8.69593
H 5.29008 -1.63217 -11.27657
H 5.75539 -2.63433 -9.88918
H 4.06124 -2.57229 -10.40980
C 0.14949 2.83228 -4.29667
C 0.22622 1.39026 -4.55291
N 0.28674 0.26421 -4.76614
H 0.87105 3.11288 -3.52692
H 0.37455 3.38032 -5.20977
H -0.85133 3.09865 -3.96227
C -0.34000 -2.67754 -5.92363
C -0.31644 -4.05032 -5.41509
N -0.29844 -5.11988 -4.99905
H 0.54648 -2.49644 -6.52830
H -1.22744 -2.51552 -6.53453
H -0.34754 -1.97536 -5.09392
C -3.84665 -2.37954 3.98728
C -4.82217 -1.87677 4.95592
N -5.58704 -1.48267 5.71486
H -2.95520 -2.72764 4.50681
H -4.27764 -3.20517 3.42303
H -3.57069 -1.58400 3.29713
C -6.13411 0.85714 1.45224
C -6.29646 -0.58500 1.65027
N -6.42346 -1.71545 1.79596
H -5.11279 1.07322 1.13963
H -6.82214 1.20368 0.68332
H -6.34337 1.38366 2.38199
C -1.79367 8.45226 0.70886
C -1.33439 7.16066 1.21951
N -0.97703 6.15263 1.64018
H -2.67486 8.77164 1.26258
H -1.00827 9.19574 0.82969
H -2.04444 8.36434 -0.34710
C -0.73138 6.84867 5.81277
C -1.47550 7.82644 5.01589
N -2.05792 8.58955 4.38896
H -1.41870 6.12060 6.23936
H -0.01090 6.33103 5.18146
H -0.20261 7.35439 6.61867
C -6.66562 1.40382 7.57685
C -6.86149 2.59154 8.41388
N -7.01466 3.52141 9.06743
H -6.36563 1.70376 6.57494
H -5.89031 0.77131 8.00388
H -7.59166 0.83614 7.51471
C 6.81752 2.27297 -5.23687
C 6.47288 1.66325 -3.95110
N 6.20315 1.18032 -2.94662
H 6.88865 1.50213 -6.00295
H 6.04930 2.98924 -5.52295
H 7.77332 2.78789 -5.15729
C -7.77589 -4.50901 5.73544
C -7.35318 -5.80196 6.27937
N -7.02213 -6.81427 6.70553
H -8.64579 -4.14558 6.27940
H -6.96912 -3.78372 5.83151
H -8.03378 -4.61616 4.68315
C -5.19579 -6.76027 9.23696
C -4.26674 -6.44056 10.32646
N -3.54021 -6.19054 11.17812
H -5.35586 -7.83510 9.18908
H -6.15013 -6.26750 9.40706
H -4.78647 -6.42131 8.28866
C 8.60084 0.18785 -0.94032
C 8.59608 -1.17247 -0.39610
N 8.59233 -2.23788 0.02936
H 9.50033 0.34385 -1.53422
H 7.72597 0.33976 -1.57217
H 8.58201 0.91180 -0.12712
*
```

The calculation puts the HOMO energy at -8.133 eV.

These are the Mulliken partial charges, in e, on atoms 1 to 99: -1.8599, 0.5517, -2.2346, 1.2954, -1.2071, 0.0048, 1.5719, 1.0240, -0.1894, -0.3476, -0.4080, -1.1869, -0.2059, 0.2459, -0.6333, 0.1608, -0.6262, 1.2888, 0.0064, -0.5737, -0.4528, 0.3984, -0.6048, -0.3385, -0.6663, -0.4328, -0.5119, -0.6382, 0.3646, -0.7239, 0.2385, -0.9306, 0.3277, -0.3159, -0.8543, -0.2918, -0.9886, -0.3700, 0.4921, 0.4904, 0.2220, 0.5040, 0.2983, 0.7974, 0.1183, 0.1468, -0.0018, 0.2075, 0.3385, 0.2515, 0.2855, 0.7647, 0.3985, 0.3531, 0.7807, 0.2861, 0.3784, 0.5216, 0.6537, 0.4456, 0.4800, 0.4611, -0.8749, 0.4727, -0.3658, 0.2860, 0.2394, 0.2669, -0.8416, 0.4377, -0.4106, 0.3192, 0.2664, 0.2731, -0.7551, 0.5102, -0.3975, -0.1484, 0.4227, 0.3493, -0.2265, 0.3159, -0.4966, 0.2120, 0.3893, -0.1112, -0.5120, 0.2364, -0.4457, 0.4665, 0.2887, 0.0235, -0.6619, 0.4222, -0.3785, 0.0582, 0.3115, 0.2985, -0.9530

***

2.
Entry from OMol25: 3 unconnected molecules or ions with the total composition C51H63N2O6 (ωB97M-V/def2-TZVPD).

ORCA input file:
```
! wB97M-V def2-TZVPD RIJCOSX def2/J DEFGRID3
* xyz 1 1
C 1.39538 -3.97319 3.85692
C 0.23515 -3.16100 3.21337
C -0.71029 -4.03316 2.37156
C -1.69350 -3.16725 1.52633
C -3.17513 -3.42719 1.93619
C -3.48639 -2.55383 3.19117
C -3.91049 -1.11629 2.74454
C -2.86460 -0.02888 3.11433
C -2.81493 1.03849 1.96978
C -2.28395 2.37053 2.57205
C -0.72517 2.27678 2.57940
C -0.17505 2.67408 1.17826
C 0.49088 1.48195 0.39816
C 1.99460 1.72184 0.11486
C 2.38034 1.43134 -1.36895
C 2.38107 -0.06256 -1.76253
C 0.97774 -0.69429 -2.03568
C 0.64632 -1.73837 -0.94738
N 3.68911 2.02155 -1.63859
C 4.71842 1.59290 -0.70633
C 4.30048 1.55122 0.78743
N 2.91943 0.97941 1.01471
C 2.61642 1.15115 2.45652
O 3.51335 0.31011 3.17338
C 3.88602 0.86393 4.41720
C 2.78096 1.22975 5.39315
O 4.99969 0.98211 4.64076
H 1.24666 -5.05620 3.79050
H 2.33721 -3.75513 3.33738
H 1.53979 -3.69713 4.90639
H 0.70115 -2.39888 2.56561
H -0.29708 -2.60966 3.99731
H -1.28780 -4.65231 3.06957
H -0.14792 -4.68951 1.69677
H -1.56348 -3.34643 0.45321
H -1.45492 -2.11050 1.71648
H -3.27494 -4.48855 2.19350
H -3.87043 -3.20173 1.12110
H -2.55461 -2.43232 3.75416
H -4.23970 -3.04380 3.81465
H -4.05120 -1.13024 1.65665
H -4.87944 -0.85449 3.18451
H -1.86646 -0.46479 3.25149
H -3.14535 0.43719 4.06625
H -3.79586 1.13323 1.50031
H -2.06225 0.65443 1.26672
H -2.62029 3.21017 1.92793
H -2.67268 2.57925 3.57347
H -0.38961 3.00732 3.32920
H -0.43077 1.27170 2.90591
H 0.53667 3.49838 1.33675
H -0.98005 3.09407 0.56947
H -0.07360 1.38618 -0.52832
H 0.35218 0.58578 1.01210
H 2.18798 2.78736 0.28599
H 1.63643 1.94979 -1.98365
H 2.94250 -0.11777 -2.70140
H 2.90894 -0.71777 -1.05503
H 1.07787 -1.26420 -2.96600
H 0.18414 0.04126 -2.18973
H 0.34393 -1.29943 0.01124
H -0.15507 -2.40222 -1.28897
H 1.51787 -2.38176 -0.77279
H 3.64647 3.02866 -1.73538
H 5.52277 2.33531 -0.76923
H 5.18639 0.64106 -0.98723
H 4.31761 2.56430 1.20265
H 5.06467 0.98668 1.32818
H 2.95723 -0.03300 0.84478
H 2.81745 2.18533 2.75936
H 1.60011 0.85204 2.72218
H 2.90900 2.27626 5.67944
H 1.78719 1.05265 4.97032
H 2.87796 0.59376 6.27694
C 1.92116 -6.93515 -0.01240
C 1.81672 -8.28725 -0.32468
C 1.93325 -8.70754 -1.63929
C 2.14325 -7.77730 -2.65001
C 2.22480 -6.41877 -2.34018
C 2.12388 -6.00364 -1.01693
C 2.40083 -5.40447 -3.41403
O 2.47518 -4.22037 -3.14100
C 2.47419 -5.86598 -4.82425
C 2.58180 -4.92942 -5.84595
C 2.66432 -5.34812 -7.16342
C 2.64869 -6.70603 -7.46671
C 2.53624 -7.64369 -6.45331
C 2.43934 -7.22828 -5.13123
C 2.28410 -8.24515 -4.05638
O 2.26687 -9.42914 -4.31876
H 1.83881 -6.60934 1.01749
H 1.64622 -9.01316 0.46022
H 1.85712 -9.75965 -1.88076
H 2.19977 -4.95180 -0.77345
H 2.59754 -3.87298 -5.61228
H 2.74310 -4.61687 -7.95794
H 2.72033 -7.03173 -8.49666
H 2.51954 -8.69927 -6.69081
C -7.38396 8.20786 -0.99643
C -7.34378 6.97603 -0.35043
C -6.13673 6.31762 -0.18399
C -4.96477 6.88254 -0.67293
C -5.00898 8.10901 -1.34263
C -6.22006 8.77275 -1.49189
C -3.77302 8.70784 -1.91580
O -3.80691 9.77358 -2.49314
C -2.49044 7.96447 -1.77060
C -1.33196 8.47653 -2.34336
C -0.13107 7.80010 -2.20010
C -0.08150 6.61231 -1.47547
C -1.23577 6.09745 -0.90997
C -2.44226 6.76448 -1.06296
C -3.67446 6.17583 -0.47342
O -3.62079 5.13377 0.15425
H -8.32741 8.72477 -1.11751
H -8.25665 6.53132 0.02495
H -6.10629 5.36215 0.32307
H -6.25392 9.72826 -1.99864
H -1.36886 9.40194 -2.90315
H 0.76925 8.19852 -2.65060
H 0.85953 6.08818 -1.35746
H -1.19873 5.17229 -0.35036
*
```

The calculation puts the HOMO energy at -11.345 eV.

These are the Mulliken partial charges, in e, on atoms 1 to 99: -1.3889, 0.9704, -0.8592, 1.1312, -1.3190, -0.6708, -1.1035, -0.0582, -0.5747, -0.9151, -0.5331, -0.9020, -0.2880, -0.1647, -0.5768, -1.3013, -0.6732, -0.4809, -0.2454, -1.1144, -0.3552, 0.7845, -0.8007, -0.3954, 0.6358, -0.7866, -0.4299, 0.3335, 0.3265, 0.3733, -0.5885, 0.2085, 0.5012, 0.0456, 0.2031, -0.9525, 0.4145, 0.4776, 0.2719, 0.5093, 0.4785, 0.3481, -0.0815, 0.5014, 0.6610, -0.0326, 0.0581, 0.5441, 0.4465, -0.0827, 0.5881, 0.4703, 0.4557, -0.6887, 0.8188, 0.7005, 0.5244, 0.3270, 0.4220, 0.4420, -0.2555, 0.5128, 0.1025, 0.3798, 0.5052, 0.2930, 0.3852, 0.4675, 0.6070, 0.5129, 0.0176, 0.3038, 0.2026, 0.3462, -0.4387, -0.6149, -0.6636, 0.4509, 0.2231, -0.6618, 0.4605, -0.6989, 0.2549, -0.5412, -0.5341, -0.4882, -0.5870, 0.2353, 0.5721, -0.6552, 0.5275, 0.4121, 0.4790, 0.5046, 0.4565, 0.4083, 0.4016, 0.4791, -0.4720

***

3.
Entry from OMol25: a molecular structure, C51H68CaNO4P3 (ωB97M-V/def2-TZVPD).

ORCA input file:
```
! wB97M-V def2-TZVPD RIJCOSX def2/J DEFGRID3
* xyz 2 1
Ca 13.97750 13.77812 11.19550
C 16.46365 10.00915 11.81623
N 17.65751 10.85494 11.72037
C 17.75742 11.89189 10.72238
P 16.82997 13.46407 11.20174
C 17.62537 14.72640 10.20577
C 17.77451 16.05394 10.67139
C 18.35232 17.02469 9.84272
C 18.77618 16.71123 8.54584
C 18.53728 15.41878 8.04549
C 17.92961 14.45635 8.84901
C 17.38036 13.77730 12.87369
C 16.61562 13.27895 13.95321
C 17.06707 13.43548 15.25940
C 18.30200 14.01757 15.50056
C 19.07493 14.52195 14.43727
C 18.60835 14.42432 13.12836
C 18.77919 10.44432 12.40139
C 18.90655 9.11364 12.82796
C 20.04834 8.66860 13.45413
C 21.12559 9.52579 13.68574
C 21.01116 10.85179 13.26943
C 19.88516 11.29634 12.60318
P 14.80003 10.64259 11.17405
C 13.80574 9.29977 11.86671
C 13.70140 9.15614 13.26917
C 12.77614 8.27096 13.83631
C 12.00276 7.45998 13.01251
C 12.19285 7.51381 11.61856
C 13.02741 8.46455 11.04579
C 14.89373 10.37977 9.40528
C 14.57630 11.41950 8.49164
C 14.55081 11.16965 7.12741
C 14.91677 9.91546 6.63580
C 15.29516 8.89926 7.51120
C 15.27096 9.13215 8.88774
H 16.34433 9.76996 12.88207
H 16.72960 9.04840 11.34392
H 17.39046 11.47541 9.76207
H 18.81743 12.12099 10.57305
H 17.53389 16.34360 11.69037
H 18.48975 18.01986 10.23431
H 19.24879 17.46774 7.91873
H 18.83189 15.19000 7.02247
H 17.70418 13.47138 8.43409
H 15.70012 12.70575 13.78916
H 16.44660 13.07936 16.06263
H 18.69108 14.05667 16.49796
H 20.03294 14.99312 14.62941
H 19.17309 14.86853 12.32232
H 18.10446 8.40930 12.67023
H 20.11075 7.63625 13.75606
H 22.00688 9.15587 14.18753
H 21.82580 11.53624 13.45426
H 19.82931 12.32976 12.31666
H 14.34723 9.70964 13.94458
H 12.64186 8.24682 14.90994
H 11.27237 6.78064 13.41572
H 11.65368 6.82998 10.97293
H 13.11859 8.50606 9.96158
H 14.43157 12.45426 8.83838
H 14.27289 11.96305 6.44299
H 14.94244 9.71643 5.57102
H 15.60734 7.93280 7.12997
H 15.49500 8.31418 9.57473
O 13.19612 12.63623 13.44942
H 12.83218 11.73152 13.33269
H 13.22283 12.77041 14.42475
O 14.64631 14.70974 8.67091
H 14.25530 14.86607 7.78250
H 15.63630 14.75340 8.56046
O 14.88258 16.19403 11.40267
H 15.85072 16.25271 11.10838
H 14.56798 17.11999 11.38512
O 11.54017 11.10536 10.83296
C 12.41375 11.88072 10.84004
C 11.06389 19.49018 9.21707
C 11.25206 19.52826 10.74383
C 11.78112 18.21040 11.28284
C 11.23111 17.00620 10.46167
C 11.80312 17.04334 9.02756
C 11.99265 18.48341 8.52251
P 11.49397 15.33878 11.26198
C 10.20302 14.19731 10.51940
C 8.77806 14.77574 10.47745
C 8.23759 14.88521 9.04978
C 8.29213 13.56047 8.26234
C 9.54620 12.74546 8.54266
C 10.64272 13.62661 9.16172
C 11.09227 15.41730 13.08298
C 12.30849 15.79826 13.97673
C 12.06187 15.50252 15.46332
C 10.58965 15.61152 15.84549
C 9.82937 16.57839 14.93123
C 9.81612 16.14223 13.45933
H 11.26301 20.47980 8.79298
H 10.01690 19.24552 8.95077
H 10.30759 19.81388 11.23838
H 11.95559 20.35508 11.00468
H 11.48487 18.10894 12.32897
H 12.88882 18.20044 11.26930
H 10.13736 17.17013 10.37903
H 11.10659 16.53354 8.34425
H 12.77557 16.51040 8.96525
H 11.82421 18.48852 7.44556
H 13.03847 18.80693 8.66738
H 10.18984 13.34648 11.21961
H 8.75841 15.78508 10.93490
H 8.12035 14.12094 11.07699
H 8.82742 15.63751 8.48975
H 7.20113 15.23717 9.07796
H 8.23900 13.80162 7.18438
H 7.38856 12.97351 8.45838
H 9.90732 12.29299 7.60976
H 9.32716 11.89833 9.20168
H 10.85964 14.43293 8.44831
H 11.57902 13.05644 9.26361
H 10.92630 14.35465 13.33471
H 12.54513 16.86576 13.83466
H 13.20138 15.24831 13.63755
H 12.71472 16.16344 16.06230
H 12.41288 14.48395 15.73151
H 10.47529 15.94465 16.87757
H 10.09223 14.64047 15.79080
H 10.29627 17.57036 15.00162
H 8.81062 16.69048 15.30240
H 9.64364 17.02648 12.81264
H 8.96051 15.46723 13.27628
*
```

The calculation puts the HOMO energy at -11.707 eV. As for the energy above the lowest of the compared OMol25 structures with the same formula, charge and spin: 0.0 kJ/mol.

These are the Mulliken partial charges, in e, on atoms 1 to 99: 1.5218, -2.0916, 0.4687, -2.3305, 2.5943, 0.7752, -1.4719, -0.8554, -0.8644, -0.4569, -1.1621, 1.1089, -0.0382, -0.8605, -0.7866, -0.8040, -0.8480, 1.4511, -0.8543, -0.7330, -0.6630, -0.9155, -0.2874, 2.4864, 1.0904, -0.6050, -0.8691, -0.7206, -0.7783, -0.7586, 0.3995, 0.0509, -1.2677, -0.6890, -0.9381, -0.7888, 1.1017, 0.6956, 0.4738, 0.9140, 0.8215, 0.4950, 0.4249, 0.4835, 0.3890, 0.0794, 0.5410, 0.4534, 0.4647, 0.4531, 0.4093, 0.4046, 0.4134, 0.4208, 0.1431, 0.3419, 0.4639, 0.4395, 0.4403, 0.4113, 0.6872, 0.4908, 0.4327, 0.4705, 0.4742, -0.3983, 0.0439, 0.2458, -0.3586, 0.2483, 0.1498, -0.4300, -0.1534, 0.1731, -0.0803, -0.9174, -0.7061, -1.0281, -0.1040, 0.7155, -0.0728, -0.9255, -0.1446, 0.6784, -0.7479, -0.7344, -0.8593, -0.9599, 0.1935, 0.1131, -0.2508, -0.6405, -0.8544, -0.9195, -0.5032, 0.4961, 0.3023, 0.2775, 0.4529

***

no.,LUMO energy (eV),M (g/mol)
1,-1.38,1217.090
2,-2.65,800.073
3,-4.98,892.108